Entry 1:
Below is the molecule C6H10O, with properties calculated with ωB97M-V/def2-TZVPD.

Its SMILES is O[C@@H]1C=CCCC1. Its frontier orbital gap is 10.67 eV. Its total charge is 0.

The geometry in XYZ format:
```
17
Properties=species:S:1:pos:R:3:mulliken_charge:R:1
O 1.8489 -0.9674 1.0002 -0.554
C 1.2833 -0.4903 -0.2231 0.240
C -0.0259 -1.2274 -0.5079 -0.786
C -1.1801 -0.6414 0.3021 -0.689
C -1.4070 0.8204 -0.0863 -0.578
C -0.1106 1.5878 -0.1087 -0.219
C 1.0869 1.0035 -0.1661 -0.708
H 1.9752 -0.2085 1.5812 0.368
H 2.0004 -0.7255 -1.0236 0.241
H 0.1207 -2.2887 -0.2808 0.346
H -0.2508 -1.1462 -1.5807 0.329
H -0.9272 -0.7011 1.3684 0.280
H -2.0970 -1.2227 0.1532 0.326
H -1.8803 0.8790 -1.0786 0.274
H -2.1058 1.3038 0.6076 0.347
H -0.1711 2.6750 -0.0710 0.366
H 1.9926 1.6097 -0.1412 0.417
```


Entry 2:
Below is the molecule C5H7NO, with properties calculated with ωB97M-V/def2-TZVPD.

Its frontier orbital gap (spin up / spin down) is 7.79 / 7.21 eV. Its total charge is 0.

The geometry in XYZ format:
```
14
Properties=species:S:1:pos:R:3:mulliken_charge:R:1
C -2.1461 0.0510 -0.1547 -1.016
C -0.7768 0.0747 -0.7317 -0.445
C 1.0132 0.6043 0.9200 -0.319
C 2.1226 0.4148 0.2218 -0.546
N 1.6161 -0.4509 -0.7909 -0.460
C 0.2845 -0.5561 -0.0920 0.954
O 0.1979 -1.2435 1.0203 -0.615
H -2.7675 0.8786 -0.5079 0.328
H -2.1216 0.0419 0.9401 0.321
H -2.6393 -0.8887 -0.4508 0.259
H -0.5668 0.5977 -1.6587 0.433
H 0.5613 1.0746 1.7759 0.414
H 3.1432 0.7603 0.3278 0.391
H 2.0794 -1.3585 -0.8192 0.301
```


Entry 3:
Below is the ion C7H12FN2 with charge +1, with properties calculated with ωB97M-V/def2-TZVPD.

Its frontier orbital gap (spin up / spin down) is 7.63 / 7.64 eV. Its total charge is +1.

The geometry in XYZ format:
```
22
Properties=species:S:1:pos:R:3:mulliken_charge:R:1
C -1.7707 1.4682 0.8137 -0.532
C -0.8511 0.4401 0.3921 0.710
C -2.9465 1.4126 0.2303 0.379
C 3.0137 0.6397 0.0500 -1.260
C -3.4280 -1.8439 -0.1471 -0.776
C 0.6517 0.5267 0.7597 -0.858
C 1.5660 0.8018 -0.5288 -0.312
N -1.3771 -0.6289 -0.1761 0.217
N -2.6240 -0.7519 -0.3852 -0.601
F -4.1752 1.6932 0.0395 -0.125
H -1.4773 2.2653 1.4810 0.428
H 3.0467 -0.2912 0.4212 0.416
H 3.6703 0.7994 -0.7062 0.413
H 3.1600 1.4250 0.8554 0.307
H -2.9506 -2.5359 0.6416 0.339
H -4.4627 -1.5462 0.0796 0.305
H -3.6458 -2.3832 -1.1957 0.281
H 0.7454 1.5878 1.2829 0.261
H 0.9797 -0.3321 1.3816 0.400
H 1.3322 0.0809 -1.4016 0.307
H 1.3104 1.7986 -0.8766 0.319
H -0.7287 -1.3012 -0.7103 0.382
```


Entry 4:
Below is a structure of composition C25H41F7N2O4S2Sb, with properties calculated with ωB97M-V/def2-TZVPD.

Its frontier orbital gap is 7.90 eV. Its total charge is -1.

The geometry in XYZ format:
```
82
Properties=species:S:1:pos:R:3:mulliken_charge:R:1
C -2.1447 1.3454 4.7970 -1.358
C -3.4280 1.4839 3.9771 -0.521
C -3.3466 0.8244 2.5978 -0.355
C -4.6888 0.2094 2.1687 -0.630
C -4.9277 0.2013 0.6557 -1.283
Sb -4.0606 -1.5010 -0.3851 1.196
S -5.0732 -3.2245 1.1006 -0.506
C -3.0960 -0.3069 -1.9271 -1.841
C -1.5989 -0.1199 -1.6398 -0.403
C -0.6975 -0.3994 -2.8472 -1.015
C -0.3691 0.8058 -3.7255 -1.212
C 0.1937 2.0210 -3.0019 -1.054
C 1.6158 1.8083 -2.4756 -0.131
C 1.9438 2.7120 -1.2840 -0.664
C 3.4049 3.1439 -1.2556 -1.195
C 4.4077 1.9845 -1.2654 -0.654
C 4.2402 1.0020 -0.0949 -0.587
C 5.2983 1.2309 1.0058 -0.574
C 6.5872 0.5316 0.6239 -0.805
N 7.6616 0.7031 1.5926 0.331
C 7.7219 0.2104 2.8693 -0.313
C 8.9276 0.6014 3.4342 -0.578
C 9.6225 1.3579 2.4611 -0.576
C 8.8143 1.3990 1.3318 -0.321
N -5.7852 -1.7850 -1.7279 -0.079
C -6.0062 -0.7101 -2.5701 0.500
O -5.6769 -0.6263 -3.6887 -0.531
F -6.5925 0.3429 -1.9962 -0.249
C -6.9546 -2.2217 -1.1214 0.433
O -7.7554 -1.6123 -0.5014 -0.513
F -7.1420 -3.5124 -1.3453 -0.250
S -3.0896 -3.6304 -1.5888 0.680
O -4.1042 -4.5912 -1.9631 -0.586
O -2.2989 -3.1090 -2.6924 -0.630
C -1.7441 -4.5356 -0.5971 0.545
F -0.9631 -5.1915 -1.4723 -0.284
F -0.9984 -3.5685 -0.0047 -0.244
C -2.1964 -5.5248 0.5140 0.597
F -2.2944 -4.9016 1.6814 -0.231
F -1.2656 -6.4897 0.6444 -0.294
F -3.3440 -6.1073 0.2349 -0.211
H -1.2566 1.4704 4.1835 0.328
H -2.1152 2.1093 5.5723 0.400
H -2.0957 0.3823 5.2956 0.345
H -4.2323 1.0179 4.5436 0.330
H -3.6810 2.5395 3.8986 0.353
H -2.6125 0.0251 2.6748 0.268
H -3.0241 1.5474 1.8538 0.312
H -5.4745 0.8199 2.6179 0.435
H -4.7812 -0.7770 2.6154 0.060
H -5.9900 0.3001 0.4593 0.463
H -4.4660 1.0991 0.2481 0.610
H -2.6683 -1.4439 0.6504 -0.098
H -5.9184 -2.5066 1.8432 0.121
H -3.5861 0.6645 -1.9121 0.864
H -3.2658 -0.7161 -2.9159 0.743
H -1.4543 0.8827 -1.2465 0.475
H -1.2886 -0.7914 -0.8391 0.427
H -1.1949 -1.1432 -3.4611 0.475
H 0.2190 -0.8719 -2.4984 0.363
H 0.3871 0.4909 -4.4477 0.400
H -1.2336 1.1014 -4.3182 0.415
H 0.2361 2.8432 -3.7175 0.444
H -0.4518 2.3684 -2.1996 0.489
H 1.7909 0.7627 -2.2336 0.182
H 2.3107 2.0783 -3.2710 0.426
H 1.6654 2.2275 -0.3510 0.245
H 1.3279 3.6080 -1.3504 0.502
H 3.6201 3.7556 -0.3795 0.323
H 3.5799 3.7519 -2.1432 0.398
H 5.4029 2.4263 -1.1933 0.454
H 4.3898 1.4765 -2.2252 0.410
H 3.2443 1.0427 0.3274 0.464
H 4.3873 -0.0053 -0.4829 0.336
H 4.9072 0.8330 1.9378 0.369
H 5.4421 2.3053 1.0946 0.205
H 6.3741 -0.5295 0.5211 0.232
H 6.9400 0.9206 -0.3243 0.359
H 6.9238 -0.3656 3.2968 0.342
H 9.2617 0.3557 4.4254 0.407
H 10.5928 1.8116 2.5426 0.405
H 8.9909 1.8827 0.3897 0.315
```


Entry 5:
Below is a structure of composition C4H7NO, with properties calculated with ωB97M-V/def2-TZVPD.

Its frontier orbital gap is 9.90 eV. Its total charge is 0.

The geometry in XYZ format:
```
13
Properties=species:S:1:pos:R:3:mulliken_charge:R:1
C 2.1428 0.2450 0.2539 -0.779
N 1.2197 -0.3649 -0.5702 -0.451
C 0.0614 0.0192 -0.4223 0.572
C -1.1597 -0.7229 -0.5344 -0.401
C -1.8064 0.4748 0.0677 -0.259
O -0.5191 1.1205 0.1828 -0.417
H 1.8769 1.1291 0.8234 0.305
H 3.0857 0.1390 -0.2645 0.295
H 2.0901 -0.6294 1.1407 0.206
H -0.9027 -1.5568 0.3223 0.125
H -1.3716 -1.2566 -1.4465 0.339
H -2.4581 1.0235 -0.6041 0.244
H -2.2590 0.3795 1.0513 0.221
```


Entry 6:
Below is a cluster of 3 separate species, C3H3BrO2 in total, with properties calculated with ωB97M-V/def2-TZVPD.

Its frontier orbital gap is 10.08 eV. Its total charge is 0.

The geometry in XYZ format:
```
9
Properties=species:S:1:pos:R:3:mulliken_charge:R:1
C -1.9431 -0.4599 -0.9424 0.849
C 0.0578 -0.4272 2.0842 0.143
C -2.2785 0.5540 -0.1618 -0.875
O -1.6284 -1.3851 -1.6130 -0.375
O 0.7729 -1.3264 2.0645 -0.158
Br 4.9868 1.0693 -0.6099 -0.192
H -3.2309 1.0926 -0.0907 0.236
H -1.5347 1.0098 0.5341 0.180
H 4.7980 -0.1272 -1.2651 0.193
```


Entry 7:
Below is a cluster of 2 separate species, C4H15N2S in total, with properties calculated with ωB97M-V/def2-TZVPD.

Its frontier orbital gap is 8.48 eV. Its total charge is +1.

The geometry in XYZ format:
```
22
Properties=species:S:1:pos:R:3:mulliken_charge:R:1
C 1.7989 -0.1795 -2.8094 -1.053
C 0.4927 -0.7470 -2.2417 -0.524
S -0.4132 -1.8486 -3.3930 -0.150
H 1.6154 0.3725 -3.7306 0.339
H 2.4936 -0.9639 -3.1133 0.337
H 2.2751 0.4447 -2.0516 0.289
H 0.7088 -1.2626 -1.3023 0.351
H -0.1792 0.0949 -2.0413 0.360
H -1.4533 -2.0247 -2.5481 0.123
N 0.8259 0.5022 0.7626 -0.192
C -0.6169 0.2663 1.0965 -0.526
C -0.8386 0.4960 2.5874 -0.624
N -2.2434 0.2547 2.8705 -0.592
H 1.0141 1.4645 1.0272 0.417
H 1.4869 -0.0271 1.3152 0.377
H 1.0395 0.4322 -0.2322 0.050
H -1.2198 0.9510 0.5005 0.377
H -0.9096 -0.7404 0.8088 0.336
H -0.2321 -0.2317 3.1365 0.429
H -0.4689 1.4852 2.8929 0.381
H -2.3789 0.2086 3.8763 0.265
H -2.7971 1.0524 2.5891 0.230
```


Entry 8:
Below is a structure of composition C41H37F5MoP2S, with properties calculated with ωB97M-V/def2-TZVPD.

The spin multiplicity is 3. Its frontier orbital gap (spin up / spin down) is 6.83 / 6.24 eV. Its total charge is +2.

The geometry in XYZ format:
```
87
Properties=species:S:1:pos:R:3:lowdin_spin:R:1
Mo 0.5616 -0.0880 0.1242 0.803
C -1.7907 -0.0071 3.4779 0.047
C -2.2634 -0.1352 2.2000 0.217
C -2.9564 0.7861 1.3190 0.037
C -2.1870 1.8153 0.4298 0.021
C -0.8749 2.2860 0.8589 0.004
C -0.3361 2.3496 2.1136 0.006
C -1.2543 2.4902 3.2797 0.002
C -1.7932 1.3230 4.1807 -0.004
C 2.3163 -0.9706 0.2338 0.030
H -1.6099 -0.8932 4.0982 0.002
H -2.2882 -1.1478 1.7938 0.008
H -3.7754 1.2827 1.8446 0.008
H -3.4743 0.1542 0.5850 0.001
H -2.1573 1.3613 -0.5687 0.002
H -2.8424 2.6343 0.1146 0.002
H -0.3830 2.9296 0.0804 0.002
H 0.7148 2.6705 2.1279 0.001
H -2.1705 2.9329 2.8608 0.001
H -0.7777 3.2370 3.9034 0.000
H -1.2728 1.2880 5.1669 0.000
H -2.8923 1.4994 4.3000 -0.001
H 2.4666 -1.9391 0.6943 0.012
H 3.1472 -0.3226 0.0581 0.006
H 1.7191 -1.1351 -0.7113 -0.003
P -0.5382 -1.6740 -1.5681 0.016
P 1.3272 1.0814 -1.6232 0.009
C -1.2750 -0.1036 -1.8513 0.029
C -0.4493 1.0531 -1.8837 0.030
C -0.4440 -2.6325 -3.1844 0.011
C -1.2134 -2.1066 -4.2448 0.000
C -1.1283 -2.6025 -5.5433 0.000
C -0.2833 -3.6849 -5.7916 -0.001
C 0.3134 -4.3807 -4.7387 0.001
C 0.1960 -3.8513 -3.4143 0.001
C -1.8819 -2.7303 -0.8225 0.002
C -1.6932 -2.8715 0.5465 0.003
C -2.4326 -3.7235 1.3506 0.000
C -3.4508 -4.4843 0.7479 0.001
C -3.6746 -4.3763 -0.6180 0.001
C -2.9570 -3.4318 -1.4037 0.000
C 2.0377 1.1260 -3.3049 -0.001
C 2.1155 -0.0280 -4.1095 0.003
C 2.7508 -0.0168 -5.3552 0.000
C 3.1856 1.2028 -5.9192 0.004
C 3.0744 2.3813 -5.1679 0.000
C 2.5505 2.3222 -3.8768 0.002
C 1.9614 2.6184 -1.0389 -0.004
C 3.1751 2.5981 -0.3281 -0.001
C 3.6649 3.7344 0.2978 0.000
C 2.9235 4.9339 0.1770 -0.001
C 1.7764 4.9983 -0.6402 0.000
C 1.3116 3.8322 -1.2631 -0.001
H -2.3394 -0.0393 -1.9564 0.001
H -0.8070 2.0239 -2.2090 0.002
H -1.8352 -1.2558 -3.9680 0.000
H -1.6971 -2.1304 -6.3569 0.000
H -0.1166 -3.9897 -6.8023 0.000
H 0.8993 -5.3047 -4.9236 0.000
H 0.6211 -4.3786 -2.5691 0.000
H -0.8883 -2.2658 0.9885 0.001
H -2.2023 -3.8004 2.4237 0.000
H -4.0665 -5.1270 1.3680 0.000
H -4.4077 -5.0353 -1.0950 0.000
H -3.2811 -3.2579 -2.4277 0.000
H 1.6581 -0.9241 -3.7453 0.000
H 2.9127 -0.9512 -5.9122 0.000
H 3.6250 1.2284 -6.9336 0.000
H 3.4042 3.3471 -5.5903 0.000
H 2.5593 3.2643 -3.3086 0.000
H 3.7201 1.6731 -0.2434 0.000
H 4.6055 3.7007 0.8842 0.000
H 3.2454 5.8155 0.7516 0.000
H 1.2502 5.9649 -0.7784 0.000
H 0.4526 3.9017 -1.9404 0.000
F 0.4370 -1.0393 8.9272 0.015
C 0.6207 -0.8032 7.6068 0.046
C 0.8981 0.5033 7.1822 -0.008
F 0.8015 1.5293 8.0768 -0.005
C 1.0314 0.7251 5.8165 0.041
F 1.4010 1.9874 5.4413 0.010
C 0.7795 -0.2313 4.7751 0.025
S 0.7453 0.1451 3.0102 0.534
C 0.5365 -1.5167 5.2982 0.033
F 0.3433 -2.5564 4.4505 0.010
C 0.4001 -1.7992 6.6600 -0.007
F -0.0748 -2.9885 7.1057 -0.005
```


Entry 9:
Below is a cluster of 9 separate species, C13H40O9 in total, with properties calculated with ωB97M-V/def2-TZVPD.

The spin multiplicity is 2. Its frontier orbital gap (spin up / spin down) is 2.07 / 8.41 eV. Its total charge is -1.

The geometry in XYZ format:
```
62
Properties=species:S:1:pos:R:3:lowdin_spin:R:1
C -32.3292 -3.6618 22.0746 0.001
C -33.0123 -4.8058 21.3123 0.002
O -33.6137 -4.5805 20.3198 0.006
C -32.7255 -6.2345 21.7289 0.001
H -33.0722 -2.8677 22.1490 0.000
H -31.5348 -3.4548 21.3575 0.001
H -31.8035 -3.9334 22.9901 0.000
H -31.9595 -6.6618 21.0818 0.001
H -33.5981 -6.8870 21.6975 0.000
H -32.4099 -6.2086 22.7718 0.000
C -28.1408 -4.7989 19.0044 0.043
C -29.1646 -5.7090 18.4974 0.181
O -30.1049 -6.1454 19.1976 0.149
C -29.0005 -6.0260 17.0299 0.035
H -27.2278 -5.3663 18.8241 0.012
H -28.3750 -4.6038 20.0509 0.002
H -28.2112 -3.7934 18.5895 0.022
H -27.9787 -6.3643 16.8585 0.013
H -29.0587 -5.0930 16.4695 0.021
H -29.6927 -6.7725 16.6403 0.002
C -27.4943 -2.8973 14.0395 0.034
O -27.2761 -3.1282 15.4032 0.075
H -26.9795 -1.9526 13.8649 0.003
H -26.9398 -3.5749 13.3903 0.001
H -28.5555 -2.8875 13.7906 0.012
H -27.8623 -2.4980 15.8284 0.035
C -26.0796 -7.9949 19.0917 0.051
O -26.4319 -9.0439 18.1332 0.015
H -25.3847 -8.2918 19.8773 0.011
H -25.5781 -7.1247 18.6682 0.012
H -27.0255 -7.6650 19.5213 0.005
H -26.0840 -9.8937 18.4134 0.004
C -32.4576 -4.0648 14.7773 0.031
O -33.6677 -4.6295 15.3256 0.005
H -32.2663 -4.5524 13.8214 0.004
H -32.6957 -3.0011 14.7675 0.009
H -31.5628 -4.2854 15.3594 0.012
H -33.7895 -4.3486 16.2354 0.002
C -29.3501 -1.4159 20.1895 0.020
O -28.4202 -0.9144 21.1109 0.008
H -29.3231 -2.5054 20.1733 0.003
H -30.2948 -1.0549 20.5960 0.002
H -29.1132 -0.9195 19.2484 0.019
H -27.5777 -1.3574 21.2354 0.000
C -26.0626 -3.4606 22.1499 0.012
O -26.3216 -2.7298 20.9711 0.008
H -25.9252 -4.5011 21.8557 0.007
H -25.2499 -3.1505 22.8069 0.002
H -26.8361 -3.5783 22.9087 0.002
H -26.0226 -3.1349 20.1537 0.002
C -32.6027 -8.4899 17.2417 0.001
O -33.0397 -7.6753 18.3078 0.003
H -33.2670 -9.3181 16.9952 0.000
H -32.5123 -7.9349 16.3080 0.000
H -31.6089 -8.9091 17.3988 0.001
H -32.4235 -6.9978 18.5958 0.001
C -23.5977 -4.7824 19.5639 0.038
O -24.7638 -4.0811 19.1803 0.026
H -22.7828 -4.7162 18.8431 0.008
H -23.2687 -4.2243 20.4405 0.002
H -23.8031 -5.8400 19.7298 0.007
H -24.9784 -4.4098 18.3042 0.014
```


Entry 10:
Below is the ion C7H13N with charge -1, with properties calculated with ωB97M-V/def2-TZVPD.

The spin multiplicity is 2. Its frontier orbital gap (spin up / spin down) is 3.54 / 7.13 eV. Its total charge is -1.

The geometry in XYZ format:
```
21
Properties=species:S:1:pos:R:3:lowdin_spin:R:1
C 0.3789 0.2157 -2.1051 0.021
C -0.4720 -0.4713 -0.9999 0.045
C 0.2359 -0.8841 0.2486 0.189
C -0.1499 -0.4804 1.5092 0.114
C -1.2194 0.4480 1.8204 0.185
C -1.0547 1.5765 2.6042 0.253
C 1.3886 -1.8344 0.0768 0.033
N 0.1349 1.6513 -2.2472 0.005
H 0.1352 -0.3012 -3.0378 0.006
H 1.4286 0.0395 -1.8711 0.001
H -1.0263 -1.3340 -1.4267 0.021
H -1.2713 0.2125 -0.6905 0.003
H 0.3733 -0.9103 2.3573 0.017
H -2.1651 0.2461 1.3047 0.012
H -0.0969 1.8386 3.0281 0.037
H -1.9323 2.1350 2.9403 0.032
H 2.1875 -1.3276 -0.4808 0.008
H 1.8937 -2.1358 0.9913 0.002
H 1.2016 -2.7489 -0.5019 0.015
H -0.7644 1.9009 -1.8467 0.001
H 0.7940 2.1640 -1.6734 0.002
```


Entry 11:
Below is a cluster of 2 separate species, C4H9IS in total, with properties calculated with ωB97M-V/def2-TZVPD.

Its frontier orbital gap is 8.45 eV. Its total charge is 0.

The geometry in XYZ format:
```
15
Properties=species:S:1:pos:R:3:mulliken_charge:R:1
C -1.1919 -0.7784 0.8312 -1.559
C -0.0804 -0.3681 -1.4216 -1.618
C 1.4998 0.4035 1.0314 -0.837
C -0.4730 0.1646 -0.0848 0.976
S -1.1616 1.7923 -0.0632 -0.205
I 3.1522 -0.0010 -0.2046 0.011
H -1.4036 -0.3054 1.7888 0.425
H -0.5995 -1.6760 1.0046 0.358
H -2.1420 -1.0811 0.3828 0.401
H 0.5240 0.3450 -1.9792 0.434
H 0.4890 -1.2888 -1.3078 0.350
H -0.9740 -0.5931 -2.0088 0.391
H 1.4600 1.4414 1.3259 0.373
H 1.4120 -0.2993 1.8426 0.360
H -0.5111 2.2444 -1.1372 0.139
```


Entry 12:
Below is a cluster of 2 separate species, C4H13N3O2 in total, with properties calculated with ωB97M-V/def2-TZVPD.

Its SMILES is [H]/N=C/ON.CCN(C)O. Its frontier orbital gap is 8.42 eV. Its total charge is 0.

The geometry in XYZ format:
```
22
Properties=species:S:1:pos:R:3:mulliken_charge:R:1
C -0.3254 0.8217 -1.0115 -0.534
C 0.6691 -1.4218 -1.8179 -1.086
C -1.8022 0.5080 -0.9438 -1.119
N 0.6178 -0.6025 -0.6132 -0.056
O 1.8917 -0.3067 -0.2195 -0.573
H 1.7577 0.3020 0.7666 0.360
H 0.0199 0.9476 -2.0407 0.486
H -0.0462 1.7632 -0.5384 0.379
H -0.3460 -1.6241 -2.1520 0.327
H 1.2437 -0.9359 -2.6148 0.338
H 1.1518 -2.3647 -1.5527 0.330
H -2.0168 -0.2730 -0.2102 0.296
H -2.3797 1.3835 -0.6460 0.326
H -2.1943 0.1315 -1.8940 0.367
N -0.1549 -1.3542 2.0581 -0.587
C -0.0987 1.0029 1.9495 0.093
O -0.8158 -0.0838 2.1788 -0.232
N 1.1939 1.0014 1.8769 -0.619
H 0.0187 -1.4587 1.0497 0.463
H 0.7440 -1.2432 2.5248 0.320
H 1.6094 1.9230 1.8925 0.237
H -0.7378 1.8838 1.9577 0.483
```